Entry 1:
A structure of composition C5H15NO2 at a distorted geometry, computed with ωB97M-V with the def2-TZVPD basis set.

Element x y z (Å)
C (1.6448, -0.0676, -1.2848)
N (0.3431, 0.5408, -1.3851)
C (-0.3091, 0.7145, -0.0177)
C (-0.7926, -0.6101, 0.7037)
C (-1.2036, -1.6448, -0.4161)
O (0.0446, -1.3606, 1.6456)
C (0.5005, 1.6603, 1.0388)
H (2.2232, 0.2601, -0.4477)
H (1.6306, -1.1794, -0.9448)
H (2.1016, 0.1054, -2.2593)
H (-0.7378, 0.9141, -5.3199)
H (-1.3355, 1.1157, -0.2501)
H (-1.6397, -0.3443, 1.2276)
H (-2.2419, -1.6483, -0.5338)
H (-0.6544, -1.2414, -1.2189)
H (-0.8452, -2.5747, -0.0530)
H (-0.0674, -0.9288, 2.5940)
H (0.6475, 2.6755, 0.6291)
H (1.4884, 1.1581, 1.3188)
H (-0.1094, 1.7962, 1.9865)
H (-0.0755, 0.0607, 4.4058)
H (-0.0346, 0.6753, -5.0170)
O (-0.5777, -0.0767, 3.5984)

Net charge: 0
LUMO energy (eV): -4.1
HOMO-LUMO gap (eV): 3.606

These are the Mulliken partial charges, in e, on atoms 1 to 5:
1 C -0.661
2 N -0.168
3 C 0.316
4 C -0.133
5 C -1.355

Entry 2:
A cluster of 3 separate species, C5H15NO2 in total at a distorted geometry, computed with ωB97M-V with the def2-TZVPD basis set.

Element x y z (Å)
C (-1.1245, -0.6706, -0.1138)
N (-1.2710, -0.0891, 1.2121)
C (-0.9637, 1.3212, 1.3579)
C (0.1324, 1.4322, 2.4774)
C (0.6909, 0.0161, 2.5527)
C (-0.5739, -0.7961, 2.2693)
H (-0.2015, -1.2409, -0.2286)
H (-1.2799, 0.0863, -0.8776)
H (-1.9124, -1.3905, -0.2613)
H (-0.5334, 1.7693, 0.4589)
H (-1.8291, 1.9131, 1.6599)
H (-0.3220, 1.6528, 3.4479)
H (0.7853, 2.2522, 2.2066)
H (1.1469, -0.2662, 3.4975)
H (1.4103, -0.1050, 1.7341)
H (-0.4051, -1.8471, 2.0365)
H (-1.1756, -0.7808, 3.1853)
O (-2.5696, -1.6991, -3.5998)
H (-1.7542, -1.2925, -3.9003)
H (-2.3298, -2.5805, -3.2963)
O (4.4592, 0.7256, -4.9999)
H (4.3991, 1.3460, -5.7235)
H (5.2215, 0.2436, -5.0949)

Net charge: 0
LUMO energy (eV): 0.8
HOMO-LUMO gap (eV): 8.811

These are the Mulliken partial charges, in e, on atoms 1 to 5:
1 C -0.947
2 N -0.026
3 C -0.649
4 C -0.612
5 C -0.503

Entry 3:
A cluster of 3 separate species, C5H15NO2 in total at a distorted geometry, computed with ωB97M-V with the def2-TZVPD basis set.

Element x y z (Å)
C (2.2238, 1.2403, 0.9182)
N (1.5103, 0.2185, 0.2424)
C (0.9052, -0.9178, 0.9010)
C (-1.6970, -2.2976, -1.7644)
C (-1.0606, -1.4040, -0.6917)
C (0.1749, -1.6295, -0.2465)
H (3.0820, 0.9333, 1.5295)
H (2.4595, 2.0798, 0.2553)
H (1.5197, 1.7265, 1.6134)
H (1.9868, -0.0663, -0.6129)
H (0.2935, -0.5635, 1.7277)
H (1.6621, -1.6115, 1.2269)
H (-2.5853, -2.5494, -1.1707)
H (-2.1062, -1.7435, -2.6128)
H (-1.1843, -3.1758, -2.1397)
H (-1.8185, -0.7798, -0.2042)
H (0.8684, -2.1594, -0.9058)
H (-1.8607, 1.5345, 1.7524)
H (-1.0949, 1.3132, 0.5296)
O (-1.4301, 0.8065, 1.2984)
H (-0.1665, 2.9748, 0.0469)
H (0.2577, 2.2230, -1.0640)
O (-0.5244, 2.7254, -0.8178)

Spin multiplicity: 2
Net charge: +1
LUMO energy (alpha / beta) (eV): -3.1 / -8.0
HOMO-LUMO gap (alpha / beta) (eV): 10.870 / 5.654
Expectation value of S²: 0.75

These are the Mulliken partial charges, in e, on atoms 1 to 5:
1 C -0.914
2 N 0.039
3 C -0.496
4 C -1.203
5 C 0.169

Entry 4:
A cluster of 3 separate species, C5H15NO3 in total at a distorted geometry, computed with ωB97M-V with the def2-TZVPD basis set.

Element x y z (Å)
C (-2.3157, 1.5270, 0.4401)
N (-0.8308, 1.2406, 0.3093)
C (-0.4576, 0.4042, -0.8275)
C (1.0509, 0.3298, -1.0402)
C (1.8024, -0.3617, 0.0998)
C (1.5936, -1.8500, 0.0447)
O (0.5783, -2.4216, 0.3603)
H (-2.5901, 2.1826, 1.3068)
H (-2.5913, 2.2143, -0.4057)
H (-2.7290, 0.5226, 0.4486)
H (-0.4828, 0.8618, 1.1310)
H (-0.8692, 0.8963, -1.8033)
H (-0.8429, -0.6537, -0.7493)
H (1.0556, -0.2280, -1.9938)
H (1.5478, 1.3757, -1.2053)
H (1.4441, 0.0226, 1.1662)
H (2.7877, -0.0747, 0.1415)
H (2.4590, -2.4261, -0.2329)
O (1.4865, 3.3874, -0.2694)
H (0.7613, 2.9024, -0.5456)
H (1.6842, 3.3912, 0.6269)
O (-2.3329, -2.7941, 0.6418)
H (-1.7281, -3.4108, 1.0474)
H (-1.9883, -1.9297, 0.7413)

Net charge: 0
LUMO energy (eV): 0.6
HOMO-LUMO gap (eV): 9.793

These are the Mulliken partial charges, in e, on atoms 1 to 5:
1 C -0.814
2 N -0.224
3 C -0.621
4 C -0.485
5 C -0.564

Entry 5:
A cluster of 2 separate species, C5H15NO3 in total at a distorted geometry, computed with ωB97M-V with the def2-TZVPD basis set.

Element x y z (Å)
C (-0.1734, 3.2241, -0.2035)
C (-0.1413, 1.7114, 0.0446)
C (-1.0563, 1.3369, 1.2185)
N (-0.5678, 0.9283, -1.1236)
O (1.2018, 1.3928, 0.3170)
H (0.1570, 3.7524, 0.6883)
H (-1.1801, 3.5506, -0.4609)
H (0.5057, 3.4742, -1.0173)
H (-1.1072, 0.2533, 1.3258)
H (-0.6644, 1.7713, 2.1377)
H (-2.0677, 1.7127, 1.0545)
H (-1.5200, 1.1648, -1.3832)
H (0.0343, 1.1511, -1.9110)
H (1.2903, 0.4282, 0.3926)
C (0.5710, -3.3730, -0.9455)
C (0.1429, -2.1953, -0.1106)
O (1.3493, -1.4599, 0.6173)
O (-0.5175, -2.5455, 1.0285)
H (1.1041, -4.1005, -0.3346)
H (-0.3266, -3.8546, -1.3346)
H (1.1880, -3.0428, -1.7785)
H (-0.3074, -1.3646, -0.6714)
H (2.0640, -2.0731, 0.8300)
H (0.0214, -1.8430, 1.6201)

Net charge: 0
LUMO energy (eV): 0.8
HOMO-LUMO gap (eV): 10.224

These are the Mulliken partial charges, in e, on atoms 1 to 5:
1 C -1.595
2 C 1.152
3 C -1.401
4 N -0.564
5 O -0.625

Entry 6:
A cluster of 2 separate species, C5H15NO3P in total at a distorted geometry, computed with ωB97M-V with the def2-TZVPD basis set.

Element x y z (Å)
C (-3.0393, -1.1765, 0.2602)
C (2.2202, 1.5014, 1.0673)
C (2.9881, -1.9580, 0.3412)
C (-2.5999, 0.0659, -0.5882)
C (-1.6595, 0.9045, 0.0731)
N (-1.3576, 2.0594, -0.4637)
O (0.0762, -0.3023, -1.6761)
O (1.5917, 0.9794, -0.1425)
O (2.0356, -1.3642, -0.5871)
P (0.7304, -0.4298, -0.2459)
H (-2.3637, -1.5041, 1.0801)
H (-3.2613, -2.0257, -0.5059)
H (-4.0099, -1.0941, 0.7408)
H (3.2673, 1.2742, 0.9932)
H (1.9221, 1.0210, 2.0314)
H (2.0550, 2.5486, 1.2942)
H (2.7482, -3.0407, 0.6224)
H (3.0826, -1.1923, 1.1398)
H (3.8793, -1.9661, -0.2454)
H (-3.4928, 0.6639, -0.8125)
H (-2.1720, -0.2246, -1.5086)
H (-1.1698, 0.5791, 0.9179)
H (-1.6249, 2.3414, -1.3791)
H (0.8436, -0.3756, -2.3367)
H (-0.6897, 2.7154, -0.0699)

Net charge: +1
LUMO energy (eV): -4.6
HOMO-LUMO gap (eV): 8.322

These are the Mulliken partial charges, in e, on atoms 1 to 5:
1 C -1.183
2 C -0.819
3 C -0.560
4 C -0.259
5 C -0.561

Entry 7:
A cluster of 3 separate species, C5H15NOS in total at a distorted geometry, computed with ωB97M-V with the def2-TZVPD basis set.

Element x y z (Å)
C (1.4971, 0.2244, -0.9390)
C (0.6113, -0.7381, -1.7115)
S (0.3078, -2.3851, -0.8293)
C (1.0655, 0.2033, 0.5337)
N (-0.2695, 0.8210, 0.7218)
C (-1.2140, 0.2311, 1.6413)
C (-0.1388, 2.2444, 0.8067)
H (1.3714, 1.2318, -1.3940)
H (2.5625, -0.1293, -1.1655)
H (-0.4148, -0.2516, -1.9213)
H (1.0838, -1.0993, -2.6451)
H (2.3546, -2.1978, -0.3708)
H (1.8817, 0.6349, 1.1792)
H (0.9842, -0.8385, 0.9028)
H (-2.1564, 0.7021, 1.5149)
H (-1.2287, -0.8724, 1.4259)
H (-0.9825, 0.1824, 2.7818)
H (0.8352, 2.4190, 0.3508)
H (-0.9843, 2.6677, 0.3582)
H (0.1379, 2.4618, 1.8638)
H (-1.6822, -1.7441, -1.1962)
H (-3.0304, -2.2978, -0.9153)
O (-2.5916, -1.4699, -0.9928)

Net charge: 0
LUMO energy (eV): -1.6
HOMO-LUMO gap (eV): 6.610

These are the Mulliken partial charges, in e, on atoms 1 to 5:
1 C -0.541
2 C -0.676
3 S -0.285
4 C -0.837
5 N 0.274

Entry 8:
A cluster of 2 separate species, C5H15NP in total at a distorted geometry, computed with ωB97M-V with the def2-TZVPD basis set.

Element x y z (Å)
C (-2.5733, 1.1219, 2.0017)
C (2.2990, -3.5145, -2.2512)
C (-2.0394, 1.9774, 0.8432)
C (-0.5499, 2.1804, 1.0230)
C (0.2619, 1.0954, 0.4710)
N (-0.1086, 0.0312, -0.1086)
P (2.0081, -1.8444, -1.4340)
H (-2.6260, 0.0540, 1.6155)
H (-3.4787, 1.3375, 2.4825)
H (-1.8290, 1.0045, 2.8602)
H (3.3006, -3.5797, -2.3057)
H (1.6792, -3.5126, -3.1113)
H (2.0043, -4.2615, -1.5244)
H (-2.3776, 1.5623, -0.0361)
H (-2.3020, 2.9968, 0.9221)
H (-0.1831, 3.0759, 0.3935)
H (-0.0386, 2.6656, 1.9172)
H (1.3210, 1.2834, 0.1750)
H (0.5149, -0.5623, -0.8003)
H (-0.9459, -0.3848, 0.2580)
H (2.4861, -1.1076, -2.7024)
H (3.1771, -1.6191, -0.6889)

Net charge: +1
LUMO energy (eV): -4.0
HOMO-LUMO gap (eV): 9.464

These are the Mulliken partial charges, in e, on atoms 1 to 5:
1 C -0.983
2 C -0.933
3 C -0.722
4 C -0.678
5 C 0.177

Entry 9:
The ion C5H15NP with charge +1 at a distorted geometry, computed with ωB97M-V with the def2-TZVPD basis set.

Element x y z (Å)
C (-1.5541, 1.0849, 0.7102)
N (-0.7249, -0.0127, 0.0476)
C (-0.9927, -0.1094, -1.4328)
C (-1.2152, -1.2681, 0.5819)
C (0.7211, 0.3626, 0.2288)
C (1.9560, -0.6397, -0.4177)
P (3.6033, 0.0658, 0.1021)
H (-2.5928, 1.1521, 0.3533)
H (-1.5298, 0.7627, 1.7493)
H (-1.1549, 2.0322, 0.2980)
H (-0.1102, -0.6929, -1.9679)
H (-1.8856, -0.7053, -1.6276)
H (-1.0233, 0.8446, -1.9603)
H (-1.1239, -2.0776, -0.1225)
H (-0.7540, -1.7020, 1.5344)
H (-2.2590, -1.1710, 0.6659)
H (0.9915, 0.5676, 1.2091)
H (0.9017, 1.1772, -0.3145)
H (1.7695, -0.7028, -1.5002)
H (1.9155, -1.7309, -0.0032)
H (3.4161, 0.5543, 1.4026)
H (3.3783, 1.3750, -0.3420)

Net charge: +1
LUMO energy (eV): -2.8
HOMO-LUMO gap (eV): 10.124

These are the Mulliken partial charges, in e, on atoms 1 to 5:
1 C -0.945
2 N 0.199
3 C -0.919
4 C -1.042
5 C -1.204

Entry 10:
A cluster of 2 separate species, C5H15NP in total at a distorted geometry, computed with ωB97M-V with the def2-TZVPD basis set.

Element x y z (Å)
C (1.0267, -1.0934, -1.4509)
C (-1.3141, -1.3197, -0.5421)
C (-1.1571, 1.7212, 0.1550)
C (0.1927, -1.1362, -0.2247)
C (0.2485, 0.1050, 0.7473)
N (1.4398, 0.9042, 0.4606)
P (0.0281, -0.2258, 2.5126)
H (2.1267, -1.2818, -1.2033)
H (0.8152, -0.3900, -2.2145)
H (0.7986, -2.0310, -1.9428)
H (-2.0374, -1.4055, 0.2015)
H (-1.5205, -2.2775, -1.0527)
H (-1.5670, -0.6497, -1.2858)
H (-1.1541, 1.4656, -0.8489)
H (-0.9313, 2.5985, 0.5692)
H (-2.0192, 1.1881, 0.4070)
H (0.3100, -2.0290, 0.4123)
H (2.3456, 0.4380, 0.7194)
H (1.3203, 1.2564, -0.6031)
H (1.5681, 1.6812, 1.0954)
H (-1.2687, -0.6397, 2.0164)
H (-0.5158, 1.0581, 2.8278)

Net charge: +1
LUMO energy (eV): -3.7
HOMO-LUMO gap (eV): 9.357

These are the Mulliken partial charges, in e, on atoms 1 to 5:
1 C -1.797
2 C -1.809
3 C -1.153
4 C 1.066
5 C -0.657

Calculated total energy for the records above, in order: -404.42298, -404.70245, -404.36931, -479.91102, -479.95909, -821.08344, -727.51583, -595.27476, -595.27319, -595.19737 Eh
Energy relative to the best compared isomer or geometry (same formula, charge and spin) for the records above, in order: 208.4, 33.0, 56.3, 63.1, 32.9, 20.1, 106.6, 42.9, 43.9, 91.5 kcal per mole